DFT (ωB97M-V/def2-TZVPD) results for a molecular structure, C16H15Cl3GeMoN4O6S3 at a distorted geometry.

As for the charge: -1. As for the expectation value of S²: 0.77. For the total energy, the calculation gives -163534.193 eV. Its spin multiplicity is 2. The value obtained for the energy above the lowest of the compared OMol25 structures with the same formula, charge and spin is 7.33 kcal/mol. The calculation puts the orbital gap (alpha / beta) at 6.617 / 7.128 eV.

Last column: Löwdin spin population.
Element x y z (Å)
1 C -0.7301 2.2406 -0.0053  0.004
2 C 0.4749 3.1424 0.1249  0.000
3 Cl -0.3696 -0.3947 -5.3595  -0.011
4 Cl -2.7784 0.0923 -3.0277  -0.013
5 H 1.4065 2.8080 -1.7804  0.000
6 C 4.7060 -0.5216 -3.3155  0.003
7 C 5.1877 0.4748 -4.2383  0.000
8 O -1.7751 2.5259 0.5173  0.013
9 C -2.8036 -0.9407 3.9887  0.000
10 N 0.6339 -1.1619 0.3839  0.013
11 Ge -0.6857 0.4681 -3.4059  -0.022
12 S 2.2778 0.7162 -3.3105  -0.008
13 Mo 0.8392 -0.1754 -1.3787  0.963
14 H -5.5641 0.5922 3.4293  0.000
15 N 6.3729 -2.3420 -2.5230  0.001
16 H -0.2278 -3.0255 1.0665  0.000
17 S 2.7850 -1.6050 -1.7012  -0.024
18 H -3.0984 -1.1946 5.0023  0.000
19 H -0.7056 -1.3280 4.3301  0.000
20 H -1.7674 -0.0400 0.3772  0.000
21 C -5.2286 -0.4472 3.4683  0.000
22 H 0.1479 4.1465 -0.1402  0.000
23 N 5.5806 1.2717 -4.9705  0.001
24 H -4.1301 0.0627 1.0424  0.000
25 O 1.2749 -1.5977 2.7707  0.000
26 C -3.3854 -0.2419 1.7703  0.000
27 C -3.7760 -0.5510 3.0701  0.000
28 H 1.9969 1.2052 0.5877  0.001
29 O 1.0496 0.7233 1.9315  0.000
30 S 0.6090 -0.6575 1.9124  0.007
31 O -0.5692 1.1292 -0.7271  0.030
32 O -1.1164 -3.7601 -1.2736  -0.002
33 C 3.4258 -0.4889 -2.8596  0.004
34 H -5.3895 -0.8171 4.4812  0.000
35 C -1.4656 -1.0123 3.6265  0.001
36 O -0.3536 -1.7368 -1.8772  0.017
37 C -1.1054 -0.6874 2.3230  0.003
38 C 1.6609 2.7548 -0.7288  0.005
39 C 0.3277 -2.6140 0.2309  0.006
40 N 2.1061 1.3610 -0.4161  0.006
41 C 5.6306 -1.5350 -2.8740  0.000
42 H -5.8654 -1.0199 2.7892  0.000
43 H 1.2389 -3.2035 0.1282  0.000
44 H 2.4854 3.4450 -0.5568  0.001
45 H 3.0840 1.2492 -0.6456  0.001
46 C -0.4695 -2.7811 -1.0277  0.003
47 H 0.7317 3.1492 1.1859  0.000
48 C -2.0579 -0.3013 1.3868  0.000
49 Cl -0.6156 2.6238 -3.7817  -0.005


DFT (ωB97M-V/def2-TZVPD) results for a single C16H15ClN2O2 molecule at a distorted geometry.

The SMILES is Cn1ccc(=O)n([C@@]2(c3ccc(Cl)cc3)C=CCC2)c1=O. As for the charge: 0. For the total energy, the calculation gives -36432.616 eV. Its spin multiplicity is 1. The value obtained for the energy above the lowest of the compared OMol25 structures with the same formula, charge and spin is 47.28 kcal/mol. The calculation puts the orbital gap at 9.176 eV.

Last column: Löwdin charge in e.
Element x y z (Å)
1 C -1.5181 0.7730 -0.7444  -0.396
2 C 0.6384 1.9429 3.7773  -0.697
3 H 0.7720 -0.0791 4.5046  0.102
4 C 1.8421 -0.9072 -0.3419  -0.059
5 C 0.6706 2.8062 2.6736  -0.094
6 C -3.1540 -0.8759 -1.2483  -0.038
7 C 2.2683 0.3682 -2.2585  -0.184
8 H 0.6672 3.8915 2.8149  0.108
9 H -4.1179 -1.2867 -1.5736  0.133
10 C 1.4679 1.2320 -1.2684  -0.102
11 H -3.6222 -3.2772 -1.7278  0.084
12 C 0.8914 0.8584 1.2175  -0.135
13 N -2.1824 -1.8279 -1.1165  -0.045
14 C 0.7400 0.5653 3.6342  -0.100
15 C 2.4381 -0.9392 -1.5429  -0.060
16 H -3.5599 1.1816 -1.1297  0.117
17 H 1.1494 -1.0378 2.2735  0.107
18 C -0.8829 -1.5731 -0.6785  -0.391
19 C 0.8229 2.2588 1.3957  -0.026
20 Cl 0.4797 2.6277 5.3440  0.670
21 H 2.2419 1.8425 -0.7191  0.134
22 C -2.5488 -3.2763 -1.4388  0.012
23 O -0.0994 -2.4938 -0.5152  0.069
24 H 0.9591 2.9700 0.5458  0.124
25 H 0.6892 1.8272 -1.7671  0.109
26 C 0.9248 0.0201 2.3493  -0.009
27 C -2.8285 0.4106 -1.0181  0.003
28 H 2.9792 -1.7702 -1.9762  0.106
29 O -1.1095 1.9331 -0.7535  0.041
30 N -0.5257 -0.2235 -0.4435  0.176
31 H -1.9127 -3.6290 -2.2836  0.100
32 H 1.7276 0.2194 -3.2332  0.119
33 H 3.2528 0.8578 -2.4385  0.116
34 C 0.8881 0.2275 -0.1880  -0.307
35 H -2.3718 -3.9082 -0.5364  0.100
36 H 1.9230 -1.7087 0.4112  0.113


DFT (ωB97M-V/def2-TZVPD) results for a molecular structure, C16H15ClPtSe at a distorted geometry.

As for the charge: 0. As for the expectation value of S²: 6.03. For the total energy, the calculation gives -97944.342 eV. Its spin multiplicity is 5. The value obtained for the energy above the lowest of the compared OMol25 structures with the same formula, charge and spin is 18.58 kcal/mol. The calculation puts the orbital gap (alpha / beta) at 6.941 / 4.027 eV.

Last column: Löwdin spin population.
Element x y z (Å)
1 C -0.7222 0.0795 -2.4575  0.154
2 H 2.0825 -1.7980 -2.3422  0.006
3 C 0.7072 0.0010 -2.3935  0.143
4 H 0.2461 4.9434 -0.1697  0.000
5 C -1.5669 -2.2092 1.0173  0.219
6 H 1.7594 -2.3790 1.6575  0.012
7 C -0.3952 -1.6871 1.7207  0.082
8 C 0.3728 4.0996 0.5087  0.000
9 H -0.4157 -0.9951 2.5450  0.003
10 H -2.2967 -1.5261 -2.5570  0.005
11 C 0.3337 -3.2618 0.1554  0.189
12 C 0.7697 -2.4185 1.2352  0.186
13 H -0.1883 -3.2474 -2.5847  0.004
14 H 1.3851 0.8469 -2.4530  0.013
15 C -0.1369 -2.1670 -2.4624  0.103
16 C 0.6777 1.9215 2.2572  0.030
17 H 1.3493 2.8398 -0.9617  0.004
18 H -0.3297 3.1281 3.7194  0.000
19 C 1.1668 1.8501 0.9356  0.075
20 C 0.0498 3.0801 2.6996  0.000
21 H -2.5878 -1.9530 1.2397  0.010
22 Pt -0.0694 -0.8163 -0.4575  1.277
23 Se 2.0134 0.2877 0.3524  0.899
24 H 0.9728 -3.9313 -0.3966  0.007
25 H -1.2971 0.9983 -2.5383  0.007
26 C -0.0996 4.1793 1.8322  0.013
27 H -1.7516 -3.7248 -0.6039  -0.003
28 H 0.7877 1.0522 2.8926  0.005
29 C 1.0689 -1.4038 -2.3541  0.167
30 C -1.1107 -3.1497 0.0428  -0.001
31 C -1.2443 -1.2652 -2.4650  0.137
32 Cl -1.9369 0.5939 0.1432  0.226
33 H -0.5917 5.0904 2.1854  0.001
34 C 0.9976 2.9416 0.0569  0.028


DFT (ωB97M-V/def2-TZVPD) results for a molecular structure, C16H15CrN3O3 at a distorted geometry.

As for the charge: 0. As for the expectation value of S²: 6.02. For the total energy, the calculation gives -55865.527 eV. Its spin multiplicity is 5. The value obtained for the energy above the lowest of the compared OMol25 structures with the same formula, charge and spin is 47.39 kcal/mol. The calculation puts the orbital gap (alpha / beta) at 5.646 / 5.749 eV.

Last column: Löwdin spin population.
Element x y z (Å)
1 H -2.4311 1.4511 2.2051  0.001
2 C 4.4767 0.5272 0.7245  0.009
3 C -1.7201 3.1630 -1.0602  -0.001
4 C 3.7429 0.4354 -0.4299  0.000
5 H 4.3058 0.4909 2.8536  0.000
6 C -1.3700 -1.4614 3.1755  0.009
7 H -3.3196 4.4891 -0.4989  0.001
8 C -1.7165 -1.7421 -1.1680  0.017
9 C 2.3350 0.2147 -0.4259  0.013
10 O -2.2194 -1.3107 2.2853  0.011
11 H -2.5645 -1.4202 -0.5790  0.002
12 H 5.5395 0.7206 0.7186  0.001
13 Cr -0.4179 -0.4996 1.3291  3.709
14 C -2.7366 3.6233 -0.2188  0.010
15 N 1.6564 0.0006 0.7689  0.021
16 N -0.5228 -1.7505 -0.5045  0.043
17 C 0.4832 -2.3514 -1.1478  0.018
18 H 1.8098 0.0654 -1.3577  0.001
19 C -2.2710 1.7830 1.1863  0.011
20 C -0.8274 -2.8398 -3.0872  0.011
21 H -0.1620 1.7042 -1.3050  0.001
22 H 1.9207 -0.2117 2.8154  0.003
23 H 1.3783 -2.6526 -0.6199  0.002
24 C -0.9741 2.0613 -0.6880  0.010
25 C 3.7953 0.3201 1.9167  0.000
26 C 0.3845 -2.8601 -2.4426  0.000
27 H -1.4707 3.6715 -1.9803  0.000
28 H 4.2328 0.5015 -1.3915  0.000
29 H -0.8989 -3.1582 -4.1176  0.001
30 N -1.2381 1.3667 0.4482  0.011
31 C 2.4210 0.0891 1.9038  0.018
32 C -3.0050 2.9008 0.9660  -0.001
33 O -0.3385 -2.1116 2.8367  -0.015
34 C -1.8985 -2.3279 -2.3961  0.000
35 H -3.7677 3.2144 1.6628  0.000
36 H -2.9138 -2.4377 -2.7510  0.000
37 O -0.8772 -0.3101 3.3621  0.086
38 H 1.1793 -3.3485 -2.9886  0.000


DFT (ωB97M-V/def2-TZVPD) results for a molecular structure, C16H15CuN3O3 at a distorted geometry.

As for the charge: +1. For the total energy, the calculation gives -72082.650 eV. Its spin multiplicity is 1. The value obtained for the energy above the lowest of the compared OMol25 structures with the same formula, charge and spin is 2.00 kcal/mol. The calculation puts the orbital gap at 7.178 eV.

Last column: Löwdin charge in e.
Element x y z (Å)
1 Cu -0.0779 -0.0519 0.2982  0.372
2 H -2.4794 2.5656 4.9434  0.120
3 C -1.6177 2.0683 1.6750  -0.074
4 N -0.7460 1.0369 1.8141  0.038
5 C 0.6282 0.5499 -4.5651  -0.074
6 H -2.7552 -2.7167 -4.6593  0.082
7 H 2.9561 -3.4152 2.5556  0.112
8 C -2.3907 -2.2169 -3.7630  0.121
9 H 2.2648 -2.7520 4.8958  0.120
10 H 0.7030 -0.7973 5.1642  0.111
11 C -2.2912 2.6138 2.7766  -0.038
12 O -0.8871 -0.9423 -1.4946  0.043
13 C 2.3240 -2.5452 2.7282  -0.037
14 H -0.7117 0.7945 5.1811  0.110
15 N 0.9295 -0.8179 1.7930  0.033
16 C -0.6664 -0.7759 -2.7209  -0.325
17 H 2.1549 -2.0155 0.6074  0.121
18 O 0.8526 1.0307 -1.0188  0.056
19 C 1.8491 -1.8048 1.6382  -0.076
20 C -0.3210 0.7034 3.0782  -0.176
21 H -0.6708 -1.4433 -4.7594  0.100
22 H -0.2394 0.8459 -5.1713  0.141
23 H 1.3183 2.6110 -4.7834  0.144
24 H -1.7933 2.4139 0.6477  0.123
25 C -1.2469 -1.5037 -3.8309  -0.070
26 H -3.0837 3.3419 2.6168  0.112
27 O 1.7270 1.8499 -2.8915  0.098
28 C 0.9168 1.0093 -2.2701  -0.425
29 H 1.1065 -0.3275 -5.0361  0.136
30 N 0.2186 0.2329 -3.1572  0.088
31 C -0.9620 1.2208 4.2153  0.008
32 H -2.9630 -2.2978 -2.8373  0.090
33 C 1.6215 1.6569 -4.3285  -0.082
34 C -1.9595 2.1792 4.0646  -0.038
35 C 1.9369 -2.1798 4.0241  -0.038
36 C 1.0981 -1.0821 4.1926  0.008
37 C 0.6517 -0.3752 3.0659  -0.175
38 H 2.6054 1.3361 -4.6882  0.139


DFT (ωB97M-V/def2-TZVPD) results for a molecular structure, C16H15MoN2O3S.

As for the charge: +1. As for the expectation value of S²: 2.02. For the total energy, the calculation gives -38643.445 eV. Its spin multiplicity is 3. The value obtained for the energy above the lowest of the compared OMol25 structures with the same formula, charge and spin is 21.70 kcal/mol. The calculation puts the orbital gap (alpha / beta) at 6.426 / 7.650 eV.

Last column: Löwdin spin population.
Element x y z (Å)
1 H 4.6044 -1.0877 0.8311  0.000
2 H -0.3124 -1.7417 -2.7018  0.004
3 C -2.9730 1.8672 -0.0227  0.002
4 H -4.7870 1.6894 1.1142  0.000
5 O -2.6976 0.4471 -0.2057  0.012
6 H -3.7839 3.5109 -1.1489  0.000
7 H 2.8395 1.5819 3.6656  0.000
8 H -3.8582 3.1559 1.4443  0.000
9 N 1.0625 -1.2497 -1.2391  0.014
10 H 4.2197 -2.3147 -0.9482  0.000
11 C 3.8340 0.2406 2.3228  0.005
12 C 2.5192 -0.6294 0.5216  0.009
13 O -0.6623 1.7002 -0.6167  0.041
14 C 3.7335 -0.5522 1.1850  0.000
15 C -1.5689 2.4442 0.1237  0.010
16 C 2.3049 -1.3892 -0.7222  0.013
17 C 0.7046 -1.8874 -2.3612  0.019
18 C 2.8691 -2.8454 -2.5312  0.012
19 C 1.4040 0.0734 1.0022  0.003
20 C 1.5880 -2.6934 -3.0444  0.000
21 S -2.5281 -4.0645 1.1631  0.070
22 H -3.0358 2.2539 -2.1523  0.000
23 H 0.6755 1.4501 2.4979  0.001
24 Mo -0.3141 -0.1051 -0.1041  1.726
25 H -4.6190 1.9762 -1.3967  0.000
26 C -3.6388 2.4371 -1.2645  0.001
27 C -1.7314 -2.7755 0.7799  0.036
28 O -1.2375 3.3764 0.7768  0.009
29 C 2.7405 0.9563 2.7887  0.000
30 H 1.2724 -3.1900 -3.9495  0.000
31 C 3.2301 -2.1960 -1.3636  -0.002
32 H 3.5842 -3.4772 -3.0412  0.001
33 H 4.7803 0.3059 2.8425  0.000
34 C 1.5184 0.8758 2.1305  0.011
35 H -3.5223 -0.0570 -0.2051  0.001
36 H -3.3120 1.6082 2.0985  0.000
37 N -1.1229 -1.7841 0.4908  0.004
38 C -3.7796 2.0896 1.2400  0.000


Question: Which of these has the lowest charge?
Answer: C16H15Cl3GeMoN4O6S3